No. 1
10
Properties=species:S:1:pos:R:3 method="wB97M-V/def2-TZVPD" mol_weight_g_mol=93.1 de_lowest_kcal_mol=50.9 smiles="O=C(CF)NO" total_charge=0 homo_lumo_gap_ha=0.39091 e_tot_ev=-10439.329 homo_ev=-10.111
F -1.75152 -0.57926 -0.33342
O 0.86274 1.78488 -0.07865
O 0.80557 -1.69912 0.07547
N 1.09315 -0.38764 -0.16396
C -1.22367 0.53782 0.32977
C 0.34815 0.68872 0.05398
H -1.60833 1.43104 -0.16955
H 2.08875 -0.22509 -0.43043
H -1.33477 0.49677 1.43458
H 0.87265 -1.82119 1.03689

---

No. 2
68
Properties=species:S:1:pos:R:3 method="wB97M-V/def2-TZVPD" mol_weight_g_mol=827.6 spin_multiplicity=4 de_lowest_kcal_mol=10.0 s_squared=3.77 total_charge=+1 homo_lumo_gap_ha="0.25120 / 0.22651" e_tot_ev=-83209.645 homo_ev="-10.425 / -10.446"
Re 0.00248 -0.70806 -0.34331
Cl 4.91347 -0.24603 -0.11674
Cl 4.89075 -3.98607 -3.99279
F -1.75040 3.14846 1.92953
F -4.09825 4.09944 1.07567
F -2.29566 -0.65756 -0.78560
F -4.65843 0.35004 -1.72373
O 1.93556 -0.58874 -0.19831
O -0.21884 0.37167 -1.93295
O 0.16513 5.82660 1.28885
O -0.56188 1.88199 -3.50818
O -1.49386 5.95436 -0.31547
N 0.61618 -2.20039 -1.74978
N -0.79567 0.60710 0.91676
N 0.17609 -1.70186 1.63333
C 1.08530 3.67563 0.55669
C 4.02861 -2.98315 -2.88403
C 2.61106 -3.05254 -2.83188
C 4.02584 -1.30185 -1.14302
C -3.96837 1.05853 -0.83292
C -1.97769 1.23785 0.56062
C -1.17606 -2.21114 2.03561
C -3.67913 2.93183 0.59307
C 0.90291 -4.07432 1.09349
C -0.83441 6.68690 0.72184
C 2.66369 -1.33487 -1.06396
C -1.27595 -2.77174 3.44579
C -2.46658 2.43839 1.05062
C 0.90911 2.65251 -0.38356
C 1.78318 -3.88185 -3.61703
C 1.22129 -2.76291 1.78560
C 0.42182 -3.83691 -3.46000
C -0.27402 1.66297 -2.36813
C 0.21796 4.73421 0.48441
C 4.70850 -2.13312 -2.06247
C -0.93969 3.83795 -1.42726
C 1.97270 -2.21540 -1.91041
C -0.08098 2.72498 -1.34943
C -4.43977 2.26431 -0.35001
C -0.31837 0.65502 2.29248
C -0.77097 4.80971 -0.48270
C -0.13650 -2.97403 -2.51017
C 0.60486 -0.54358 2.48294
C -2.76782 0.58238 -0.36865
H -2.29508 -3.12652 3.59837
H -0.35295 7.56895 0.29857
H 1.61586 -0.29572 2.16266
H 0.08785 -4.61398 1.57476
H -0.23140 -4.45020 -4.06308
H 1.36448 -2.93629 2.85445
H -0.60890 -3.61632 3.61338
H 0.64759 -0.84526 3.53016
H 5.78772 -2.08626 -2.10647
H 0.24100 1.57294 2.48866
H 1.78655 -4.71049 1.13856
H -1.07936 -2.01640 4.20628
H -1.69319 3.90495 -2.20010
H -1.45671 -2.97446 1.30889
H 2.14800 -2.33812 1.40558
H 2.23316 -4.54598 -4.34282
H -5.37660 2.67438 -0.69915
H -1.87652 -1.38565 1.91793
H 0.64829 -3.93729 0.04300
H -1.55579 6.95563 1.48982
H -1.20893 -2.90890 -2.37253
H 1.59293 1.81218 -0.36992
H 1.86856 3.64043 1.30135
H -1.16375 0.63169 2.98685

---

No. 3
100
Properties=species:S:1:pos:R:3 method="wB97M-V/def2-TZVPD" mol_weight_g_mol=950.3 de_lowest_kcal_mol=26.1 total_charge=0 homo_lumo_gap_ha=0.28439 e_tot_ev=-81400.259 homo_ev=-7.788
Cd 0.50412 0.50028 0.90635
F -2.34269 -3.30402 5.99931
O 0.66605 -0.48157 3.09892
O 0.73278 2.23409 2.05169
O 4.77116 3.29763 -11.57690
O 2.22942 3.20912 3.36826
O -2.33405 -0.14918 1.56112
O 0.85529 -2.77728 -0.22960
N 0.13315 0.16279 -1.70840
N -1.32464 -3.25753 0.34209
N 1.94528 1.90674 -0.70687
N -0.52626 -1.24526 0.78215
N 3.41780 2.62612 -5.35115
N 0.36783 1.41918 6.66636
N 2.18969 0.93380 -6.09823
C -0.21160 -2.46956 0.25532
C -3.25683 -4.94366 3.68805
C 1.86991 1.19829 8.56293
C 4.76468 3.62008 -9.27067
C -1.02261 -0.34183 7.57979
C 4.30302 2.89032 -10.37176
C -4.16210 -2.52663 2.68831
C 3.52706 3.66588 -1.02581
C -3.59095 -2.50043 -0.18150
C -1.71107 -1.51815 7.37604
C 3.48062 2.23826 -7.77279
C -0.31183 0.23495 6.51028
C 2.69642 2.87408 -0.22255
C 0.64207 1.92085 8.00090
C 2.79202 2.40312 -2.91429
C 1.10233 0.27267 -3.90714
C -2.59172 -4.33924 2.63546
C -5.03324 -1.37310 -1.73759
C 3.58808 3.42367 -2.37772
C -2.47169 -2.53374 0.85157
C 3.05833 1.94559 -6.41921
C 3.02171 1.51682 -8.87348
C -3.99692 -1.33729 -0.81821
C -0.70027 -0.75015 -2.15317
C 1.95626 1.67285 -2.03047
C 3.42376 1.83254 -10.15881
C -1.80897 -1.16362 1.13253
C 1.34295 2.39138 3.15858
C -0.61055 1.75942 8.86201
C -0.30805 -0.40372 5.25395
C -1.03681 0.29916 8.93677
C -3.05747 -3.14107 2.11143
C 0.85667 2.05561 5.58095
C 0.25167 -0.75638 -4.33262
C -1.68926 -2.13512 6.13171
C -4.81277 -3.12359 3.75115
C -4.37916 -4.34701 4.23307
C -1.00389 -1.60074 5.07177
C 1.97966 0.99541 -4.74967
C -5.67266 -2.56389 -2.02938
C 0.84738 1.53611 4.32755
C 2.76661 2.05963 -4.30079
C -5.27393 -3.72870 -1.39512
C 4.36251 3.30161 -7.99740
C 1.05097 0.66321 -2.54193
C 4.39642 2.59726 -12.73858
C 0.41561 0.17872 4.11736
C -0.64578 -1.28510 -3.44085
C -4.23460 -3.69782 -0.48492
H -4.49572 -1.57565 2.30297
H -6.48308 -2.58695 -2.74245
H -3.94280 -4.60696 0.02078
H -0.42011 2.14427 9.86298
H 3.31933 2.66291 -12.92251
H -5.67317 -2.63985 4.19080
H 1.74990 0.11805 8.51981
H 4.11060 4.45406 -0.57660
H 2.03955 1.48846 9.59590
H -3.53398 -0.39265 -0.57422
H -2.03536 0.22029 9.37175
H 4.71225 3.86175 -7.14570
H -0.98932 -2.07617 4.10473
H 1.79765 0.26146 -6.73386
H -2.89724 -5.88118 4.08727
H -2.27254 -1.97253 8.17793
H -1.41251 2.35691 8.42329
H 0.87049 2.99029 7.91377
H 1.28043 3.03548 5.75177
H -0.35962 -0.25216 9.59469
H -1.46924 -1.07363 -1.47186
H 4.22432 3.99532 -3.03725
H -4.90084 -4.82236 5.04799
H 3.04489 1.24963 -10.98406
H 2.33376 0.69309 -8.74779
H -1.70433 -4.80004 2.22946
H 5.44465 4.43593 -9.45560
H 2.74614 1.46279 7.97578
H -5.33708 -0.46300 -2.23231
H 0.28793 -1.11567 -5.35033
H -1.40033 -4.14058 -0.13463
H 4.92852 3.08392 -13.55478
H 2.63137 3.04687 0.84474
H -1.30666 -2.08688 -3.72677
H 4.69627 1.54588 -12.68937
H -5.77105 -4.66301 -1.61247

---

No. 4
9
Properties=species:S:1:pos:R:3 method="wB97M-V/def2-TZVPD" mol_weight_g_mol=92.1 de_lowest_kcal_mol=131.4 total_charge=0 homo_lumo_gap_ha="0.30064 / 0.30067" e_tot_ev=-17063.571 homo_ev="-8.573 / -8.574"
S -0.25193 -2.85690 -1.28528
O 0.56708 -1.82967 1.16660
O 0.77339 -0.59845 1.67077
C -0.19974 -1.46138 -0.57568
C -0.52984 -0.11971 -0.58002
H 0.06084 0.46776 0.20174
H -0.52026 0.46005 -1.56654
H -1.57954 0.08869 -0.26549
H 1.66407 -0.42334 1.86151

---

No. 5
16
Properties=species:S:1:pos:R:3 method="wB97M-V/def2-TZVPD" mol_weight_g_mol=95.1 de_lowest_kcal_mol=80.0 smiles="[H]/N=C/[C@@H]1C(=C)[C@H]1C" total_charge=0 homo_lumo_gap_ha=0.37698 e_tot_ev=-7854.689 homo_ev=-9.195
N 2.33244 0.12865 -1.01068
C -1.86669 1.03140 -0.33908
C 1.95279 0.36793 0.14515
C -0.54117 -2.14036 0.57244
C -0.29857 -0.88002 0.31743
C -0.49520 0.33985 -0.47580
C 0.51055 0.25249 0.66410
H 0.01514 0.31569 -1.42485
H -2.12002 1.59206 -1.20550
H 0.13670 0.88292 1.43964
H 0.19147 -2.50671 1.32379
H 2.60597 0.78978 0.90541
H -1.32219 -2.71140 0.04077
H -1.61479 1.76708 0.51049
H 3.17952 0.53878 -1.25877
H -2.66594 0.23187 -0.20452

---

No. 6
36
Properties=species:S:1:pos:R:3 method="wB97M-V/def2-TZVPD" mol_weight_g_mol=673.7 spin_multiplicity=3 s_squared=2.01 total_charge=+1 homo_lumo_gap_ha="0.32755 / 0.21800" e_tot_ev=-55298.369 homo_ev="-12.666 / -12.684"
Pt 0.13293 -0.36862 -0.75336
I -0.02028 1.50202 3.48462
Cl 3.28148 -4.43486 1.94972
O -1.56292 1.19938 -2.71602
O 5.15556 -2.42106 2.87795
O 3.26370 1.36472 1.47872
O 1.39325 1.17498 0.28359
O 4.88446 -0.23122 2.71600
O -1.58921 -0.42624 0.90116
N 1.52991 -1.46708 0.29953
N 1.69662 -2.78683 0.52737
N -3.20390 0.42784 2.19510
C -1.31648 -4.34493 -0.98776
C 0.46484 -5.94555 -0.99976
C 2.77014 -2.95475 1.34108
C 0.84103 -3.75534 -0.09367
C 1.31989 -5.01564 -0.43031
C -1.28017 1.81209 1.76775
C 4.54143 -1.46869 2.47841
C -2.03458 0.52622 1.57363
C -0.94218 0.58771 -2.01311
C -0.48368 -3.42115 -0.37690
C 2.40873 0.70734 0.91244
C 3.30431 -1.69292 1.64069
C -0.85253 -5.61707 -1.27671
C 2.47489 -0.80247 0.96019
H -0.61163 2.00638 0.93639
H -3.72742 -0.43240 2.15565
H 2.35297 -5.26880 -0.26212
H -2.33989 -4.07452 -1.20911
H 0.83797 -6.93407 -1.22772
H 4.30593 0.45008 2.28715
H -0.90795 -2.47918 -0.04639
H -1.92419 2.66023 1.97411
H -1.51617 -6.35288 -1.70875
H -3.56330 1.18359 2.75238

---

No. 7
14
Properties=species:S:1:pos:R:3 method="wB97M-V/def2-TZVPD" mol_weight_g_mol=84.1 de_lowest_kcal_mol=117.0 total_charge=0 homo_lumo_gap_ha=0.37357 e_tot_ev=-7357.182 homo_ev=-9.561
O 0.49421 1.85555 0.63720
C 1.51573 1.18829 0.21650
C -0.34313 -0.85394 -0.50876
C -1.01478 -1.32170 0.53771
C 0.43491 1.50908 -0.77718
C -0.60695 0.48093 -1.15472
H -1.60176 0.85144 -0.87536
H 0.49656 -1.41994 -0.91263
H 0.55490 2.38347 -1.41284
H 1.72613 -0.72527 2.03804
H 1.53522 -1.29418 2.47799
H -1.83309 -0.76240 0.98755
H -0.76369 -2.27477 0.99449
H -0.59427 0.38344 -2.24797

---

No. 8
15
Properties=species:S:1:pos:R:3 method="wB97M-V/def2-TZVPD" mol_weight_g_mol=113.1 de_lowest_kcal_mol=54.3 total_charge=0 homo_lumo_gap_ha="0.27900 / 0.27895" e_tot_ev=-10881.265 homo_ev="-7.833 / -7.833"
O -1.05659 0.06903 1.46680
O 1.16231 -2.05499 0.17560
N 1.27432 1.51442 -0.09201
C -1.65650 -1.60487 -0.14607
C 0.14474 2.09543 -0.39435
C 1.60689 0.22378 0.07763
C 0.74932 -0.89763 0.22217
C -0.72158 -0.69153 0.58936
H -0.75329 1.52881 -0.52780
H 0.10816 3.16841 -0.44612
H 2.06738 2.14393 -0.00659
H -1.26457 -2.61711 -0.06600
H 2.66598 0.01138 0.08976
H -1.66463 -1.34241 -1.20356
H -2.66200 -1.54669 0.26112

---

No. 9
50
Properties=species:S:1:pos:R:3 method="wB97M-V/def2-TZVPD" mol_weight_g_mol=412.5 de_lowest_kcal_mol=0.0 smiles="CCNc1ccc(S(=O)(=O)N(C)C)cc1NCC(=O)Nc1c(F)cccc1F" total_charge=0 homo_lumo_gap_ha=0.31323 e_tot_ev=-47396.258 homo_ev=-8.092
S -4.98181 -0.60391 -0.69866
F 3.46046 -3.03664 0.30965
F 4.33965 1.47617 -0.68075
O -4.99118 -1.64873 -1.68115
O -5.97518 0.42593 -0.77074
O 3.29336 0.18349 -2.87782
N 0.49320 1.68479 -0.39152
N -5.15442 -1.34566 0.79915
N 0.09074 -0.84412 -1.53337
N 2.62426 -0.71393 -0.89192
C 3.87717 -0.80206 -0.28074
C -5.26442 -0.42975 1.90462
C 2.42186 -0.23757 -2.16314
C -0.99901 -0.07550 -1.06684
C 4.75058 0.28440 -0.21947
C 5.54721 -2.10906 0.91368
C 6.40249 -1.01950 0.91483
C 0.92556 2.64983 1.85228
C 0.87691 2.86812 0.33886
C 0.94780 -0.27807 -2.57019
C -0.78237 1.19188 -0.46870
C -3.35982 0.13641 -0.65978
C 6.00336 0.18192 0.35626
C -3.17541 1.39409 -0.12435
C -4.27064 -2.46296 1.00692
C -2.28194 -0.58955 -1.13279
C -1.89742 1.91190 -0.02757
C 4.30984 -1.98560 0.31663
H -4.66339 -3.09155 1.80665
H 1.21851 3.56794 2.35370
H -0.23194 -1.77034 -1.78785
H -4.24858 -3.03135 0.08069
H -0.04872 2.34243 2.22518
H -1.76304 2.88850 0.40709
H 1.86878 3.15342 -0.02146
H -4.03262 1.95860 0.20395
H -5.90455 0.38726 1.58210
H 1.21927 0.98770 -0.44329
H 5.82882 -3.05011 1.35727
H -2.46933 -1.55600 -1.57613
H 0.88410 -0.84294 -3.50578
H 7.37859 -1.10509 1.36384
H -4.28788 -0.03304 2.21514
H 0.65204 0.74953 -2.79937
H 1.86735 -1.27991 -0.51791
H 1.64952 1.87557 2.09837
H 0.18669 3.67804 0.09485
H 6.64403 1.04866 0.36880
H -3.25182 -2.14517 1.26964
H -5.72669 -0.93846 2.75119

---

No. 10
22
Properties=species:S:1:pos:R:3 method="wB97M-V/def2-TZVPD" mol_weight_g_mol=105.2 de_lowest_kcal_mol=51.6 smiles=CCCCCN.O total_charge=0 homo_lumo_gap_ha=0.37840 e_tot_ev=-8964.119 homo_ev=-9.306
O -1.57813 -0.44205 2.52096
N -2.22394 0.62934 -0.41591
C 0.46410 -1.09998 0.05984
C 2.43963 0.55859 -0.00382
C -1.08546 0.66513 -1.38577
C -0.23676 -0.65871 -1.31545
C 1.30342 0.05532 0.73483
H -0.42826 -1.18477 0.63074
H 0.93983 -2.11067 -0.13514
H -3.13287 1.10435 -0.83962
H -1.89429 -0.09261 3.35549
H -0.73326 -0.04639 2.36650
H 0.62836 -0.37869 -2.01850
H -1.36997 0.93756 -2.42726
H 0.51744 0.81690 0.99342
H 2.12766 1.43366 -0.57572
H 3.32204 0.80337 0.53835
H -0.89433 -1.49936 -1.73108
H 3.04517 -0.20723 -0.72870
H 1.65640 -0.26851 1.75762
H -2.47255 -0.36893 -0.50093
H -0.39424 1.35369 -0.87985

---

No. 11
15
Properties=species:S:1:pos:R:3 method="wB97M-V/def2-TZVPD" mol_weight_g_mol=76.1 de_lowest_kcal_mol=13.1 total_charge=+1 homo_lumo_gap_ha=0.40687 e_tot_ev=-6700.471 homo_ev=-14.005
N -1.14517 -1.63026 1.43596
N 0.03151 0.09004 -0.06074
N 0.34832 2.18319 -0.97800
C 1.21655 -0.49263 -0.74762
C -0.26229 1.36915 -0.13255
H 1.13058 1.86536 -1.55445
H -1.92540 -1.24443 1.97356
H 2.16873 0.04506 -0.54270
H -1.19921 1.77642 0.25456
H 1.30229 -1.55273 -0.39329
H 0.11562 3.14548 -1.07742
H 0.94494 -0.38314 -1.81147
H -0.55616 -2.05017 2.16912
H -1.55282 -2.35612 0.85195
H -0.61749 -0.76523 0.61308

---

No. 12
46
Properties=species:S:1:pos:R:3 method="wB97M-V/def2-TZVPD" mol_weight_g_mol=308.4 de_lowest_kcal_mol=0.0 smiles="CN1C(=O)C[C@@H](N2CCN(C(=O)CN3CCCC3)CC2)C1=O" total_charge=0 homo_lumo_gap_ha=0.34449 e_tot_ev=-28048.530 homo_ev=-8.741
O 1.04320 1.77659 -2.46289
O 5.02002 1.25610 -0.34721
O -3.09751 -2.08155 -0.61152
N 1.42394 -1.14117 -1.55385
N -0.88219 -2.10936 -0.24468
N 3.02293 1.78661 -1.31911
N -1.69735 -0.09277 1.77701
C 4.06749 0.93911 -1.00706
C 2.98244 3.16501 -0.88962
C 2.37378 -0.27574 -2.23830
C -3.45712 1.54823 1.65031
C -2.15630 -1.87016 0.13232
C -3.23565 1.18253 3.12685
C -2.37933 -1.36162 1.55272
C -1.89262 0.42355 3.12447
C 0.19635 -1.36892 -2.30039
C 3.78484 -0.39681 -1.65902
C 1.10182 -0.71275 -0.20014
C 0.31702 -1.82344 0.50188
C 2.02814 1.20512 -2.07135
C -0.59721 -2.48018 -1.61394
C -2.21890 0.97447 0.93212
H -3.53509 2.62283 1.49826
H 0.48530 0.20008 -0.19261
H -0.41970 -0.45871 -2.35801
H -1.98951 -2.09777 2.26275
H 2.19396 3.66632 -1.44801
H 0.93020 -2.73198 0.53053
H -3.18711 2.06159 3.76659
H 3.86377 -1.20670 -0.93503
H -2.44562 0.60387 -0.06621
H 4.53452 -0.57322 -2.43107
H 0.07336 -1.50376 1.51115
H -1.44133 1.74056 0.85423
H 2.34437 -0.53831 -3.29940
H -4.36465 1.08603 1.26377
H -1.85574 -0.37982 3.85977
H 0.45306 -1.68321 -3.31398
H -3.46824 -1.29436 1.68959
H 2.77151 3.22093 0.17924
H 3.94641 3.63340 -1.08388
H -1.54659 -2.64655 -2.12442
H -0.00803 -3.40297 -1.61623
H -4.03562 0.54127 3.49616
H -1.07089 1.11731 3.32685
H 2.02388 -0.51969 0.35135